C20H66N4O17 | ωB97M-V/def2-TZVPD

The LUMO energy is -0.2 eV. The calculation puts the total energy at -62568.500 eV. For the frontier orbital gap, the calculation gives 8.08 eV. The HOMO energy is -8.28 eV.

Atoms and positions in Å:
1 C -3.5078 1.3596 -1.9414
2 N -3.3139 0.5123 -0.7500
3 C -3.0823 1.2603 0.4606
4 N -2.0183 2.2761 0.3816
5 C -0.8577 2.1199 0.9279
6 N 0.1223 3.0973 0.8658
7 C 1.1251 2.6477 1.9416
8 C 0.2321 1.7151 2.7375
9 C 0.7810 0.6758 3.7700
10 O -0.1174 0.2807 4.5326
11 O 1.9778 0.3800 3.6118
12 N -0.5318 1.0220 1.6728
13 C 0.1510 -0.0347 0.9247
14 O 0.4941 0.4703 -0.3853
15 O 0.1131 -0.5114 -1.3640
16 H -3.9971 0.7937 -2.7253
17 H -4.1409 2.2145 -1.7126
18 H -2.5634 1.7205 -2.3519
19 H -2.4542 -0.0048 -0.8949
20 H -2.7884 0.5549 1.2326
21 H -3.9961 1.7536 0.7816
22 H -2.1832 3.1705 -0.0720
23 H 0.5103 3.0162 -0.0721
24 H 1.9411 2.1444 1.4319
25 H 1.4582 3.5084 2.5057
26 H -0.5172 2.3522 3.2143
27 H -0.5035 -0.8916 0.8209
28 H 1.0628 -0.3288 1.4431
29 H -0.4340 0.0098 -1.9683
30 C -2.2994 -2.5246 3.3244
31 O -1.4720 -1.5721 2.6766
32 H -2.3333 -3.4097 2.6912
33 H -1.9192 -2.7995 4.3100
34 H -3.3095 -2.1139 3.4187
35 H -1.4175 -0.7806 3.2389
36 C 4.0193 -1.5332 -0.7371
37 O 2.9525 -0.7482 -0.2186
38 H 4.7356 -1.6759 0.0699
39 H 3.6473 -2.5092 -1.0634
40 H 4.5205 -1.0445 -1.5760
41 H 2.3132 -0.6053 -0.9227
42 C 5.9881 -0.3565 -4.0446
43 O 4.9382 -1.1594 -4.5681
44 H 5.5288 0.5359 -3.6261
45 H 6.5311 -0.8759 -3.2506
46 H 6.6967 -0.0525 -4.8197
47 H 5.3226 -1.9571 -4.9397
48 C -2.1038 5.4456 -2.5831
49 O -2.1387 4.7485 -1.3419
50 H -2.4608 4.7517 -3.3404
51 H -2.7564 6.3197 -2.5644
52 H -1.0894 5.7575 -2.8400
53 H -1.8246 5.3288 -0.6317
54 C 5.4361 -2.4114 3.1107
55 O 6.2972 -1.5123 2.4180
56 H 5.5389 -3.3926 2.6519
57 H 5.6988 -2.4904 4.1691
58 H 4.3967 -2.0892 3.0294
59 H 6.1977 -0.6493 2.8324
60 C 0.2394 7.1293 1.1320
61 O -0.6091 6.0430 0.7772
62 H -0.4048 7.9294 1.4867
63 H 0.9279 6.8528 1.9336
64 H 0.8151 7.4950 0.2783
65 H -0.0723 5.2961 0.4891
66 C -1.6225 -4.0914 -1.8389
67 O -0.8982 -3.1309 -2.6042
68 H -1.5979 -5.0230 -2.3987
69 H -1.1535 -4.2547 -0.8655
70 H -2.6641 -3.7936 -1.6936
71 H -0.8961 -2.3047 -2.1148
72 C -7.6701 1.4178 -1.1322
73 O -6.6500 1.9643 -0.3025
74 H -8.5435 2.0543 -1.0147
75 H -7.3770 1.4140 -2.1860
76 H -7.9299 0.4000 -0.8325
77 H -5.8719 1.4078 -0.4020
78 C 2.0197 -3.8682 2.8775
79 O 2.5520 -5.1443 2.5210
80 H 2.2070 -3.7232 3.9375
81 H 2.5069 -3.0685 2.3161
82 H 0.9431 -3.8197 2.6937
83 H 2.3909 -5.2804 1.5844
84 C 1.5489 -5.7517 -3.2829
85 O 1.0226 -6.9505 -2.7230
86 H 0.6995 -5.1202 -3.5298
87 H 2.1815 -5.2198 -2.5672
88 H 2.1199 -5.9485 -4.1944
89 H 1.7547 -7.5275 -2.4922
90 C -6.1589 -2.0644 1.7907
91 O -6.1232 -1.4456 0.5068
92 H -7.0859 -2.6290 1.8451
93 H -5.3173 -2.7496 1.9178
94 H -6.1475 -1.3226 2.5935
95 H -5.3025 -0.9503 0.4316
96 C 7.0703 2.1010 3.9453
97 O 6.4845 0.9386 4.5168
98 H 6.2535 2.6898 3.5351
99 H 7.5935 2.7019 4.6935
100 H 7.7666 1.8555 3.1385
101 H 7.1845 0.3999 4.8965
102 C -2.1447 0.3568 -5.6137
103 O -3.1592 1.1776 -5.0415
104 H -1.3221 0.3265 -4.9019
105 H -2.4934 -0.6638 -5.7848
106 H -1.7697 0.7681 -6.5535
107 H -3.8933 1.2178 -5.6602